ORCA calculation (ωB97M-V/def2-TZVPD) on a cluster of 16 separate species, C32H64O64S16 in total at a distorted geometry.

XYZ file:
```
176
Properties=species:S:1:pos:R:3
C 17.36581 11.32495 21.76860
C 16.53268 12.49793 22.29294
O 15.71930 12.01062 23.30204
S 16.22376 10.53186 23.88150
O 15.24518 9.45529 23.60418
O 16.58222 10.64939 25.32944
O 17.52376 10.51731 22.91700
H 18.35890 11.63799 21.44632
H 16.86774 10.88804 20.90308
H 15.94504 13.02200 21.53920
H 17.17780 13.31145 22.62478
C 20.61588 17.30053 16.75090
C 19.95506 16.33041 15.81880
O 19.06502 17.04742 15.04822
S 18.33866 18.33011 15.79922
O 17.16814 18.04809 16.63844
O 18.31994 19.44761 14.84834
O 19.67748 18.37244 16.84176
H 21.62004 17.65069 16.51183
H 20.65389 16.90843 17.76722
H 19.38256 15.66299 16.46294
H 20.59700 15.71762 15.18596
C 23.37338 19.15327 13.44604
C 22.31742 20.24716 13.28980
O 21.15754 19.44265 13.13790
S 21.50384 18.15652 12.05640
O 21.61922 18.73853 10.71334
O 20.54624 17.02839 12.32484
O 22.98748 17.99119 12.72788
H 23.29178 18.83558 14.48550
H 24.37796 19.52906 13.25180
H 22.37312 20.82979 12.37026
H 22.34154 20.78972 14.23486
C 17.77788 19.50092 11.59448
C 17.46126 21.01551 11.50698
O 18.14144 21.49581 10.39073
S 18.13674 20.44450 9.16133
O 19.40716 20.47860 8.44314
O 16.84136 20.57949 8.50902
O 18.23779 19.21305 10.26768
H 17.07210 18.77470 11.99774
H 18.68489 19.52839 12.19836
H 17.54554 21.58835 12.43048
H 16.40272 21.09390 11.25904
C 18.72239 14.15387 10.26990
C 20.15704 14.28355 10.28452
O 20.63468 14.06734 11.60308
S 19.42932 13.49855 12.61946
O 18.94524 14.58989 13.45314
O 19.82966 12.24489 13.25148
O 18.33754 13.30013 11.32044
H 18.31444 13.67978 9.37722
H 18.22334 15.11952 10.35094
H 20.49195 15.21695 9.83208
H 20.57064 13.53827 9.60512
C 20.73992 9.80534 16.08496
C 19.26895 10.04965 15.81304
O 18.69484 9.72907 17.10816
S 19.72042 9.33981 18.27598
O 19.78610 7.86689 18.23798
O 19.60964 10.17046 19.46428
O 20.96520 9.90633 17.41306
H 21.28004 10.64598 15.64944
H 21.10866 8.81073 15.83422
H 18.90102 9.37491 15.04010
H 19.04582 11.01678 15.36252
C 10.24720 9.54548 16.72618
C 9.01388 9.50199 15.88954
O 8.93676 10.83860 15.33962
S 10.48024 11.37643 14.95468
O 10.78826 12.81032 15.29644
O 10.84892 10.84517 13.62064
O 11.13230 10.54521 16.18584
H 10.74090 8.57432 16.76100
H 10.04382 9.83831 17.75622
H 8.12598 9.26727 16.47662
H 9.01733 8.62442 15.24306
C 23.02128 14.17342 20.06408
C 23.46878 12.78181 19.63624
O 22.38330 12.33692 18.89106
S 20.99480 13.19831 18.99160
O 20.18532 12.99491 20.22440
O 20.32382 13.27463 17.66414
O 21.97238 14.43326 19.18034
H 23.86376 14.84522 20.22843
H 22.56422 14.06084 21.04720
H 23.70178 12.10933 20.46182
H 24.32636 12.73784 18.96488
C 12.34388 21.94896 13.32980
C 13.15676 22.65583 14.39078
O 14.10400 21.68960 14.83174
S 13.93920 20.14277 14.18200
O 13.93932 19.14009 15.24412
O 14.89658 20.00132 13.11838
O 12.42568 20.56028 13.67944
H 12.88904 22.00623 12.38766
H 11.28576 22.16231 13.17828
H 12.45476 22.79796 15.21242
H 13.60806 23.60067 14.08796
C 15.87688 15.19918 14.99118
C 15.72380 13.74056 14.82222
O 15.93338 13.07757 16.03082
S 15.75916 14.08538 17.29968
O 17.07970 14.38981 17.93167
O 14.69062 13.83473 18.26391
O 15.32454 15.36199 16.22102
H 15.40198 15.79710 14.21332
H 16.89988 15.57536 14.99806
H 16.52622 13.31180 14.22190
H 14.73832 13.44594 14.46148
C 11.03434 12.51469 21.89578
C 10.64322 12.90024 23.33752
O 10.54218 11.67411 24.07506
S 10.12949 10.49393 23.06600
O 8.74990 10.60805 22.68358
O 10.53220 9.18914 23.66178
O 11.15040 11.11736 21.89114
H 11.99176 12.93573 21.58892
H 10.35140 12.87106 21.12462
H 9.78375 13.56523 23.42244
H 11.43846 13.51333 23.76154
C 14.43534 10.08439 16.17684
C 15.91548 9.98704 15.84962
O 16.08910 10.28273 14.43258
S 14.58544 10.41432 13.66816
O 13.87528 9.16482 13.38986
O 14.50632 11.54435 12.80342
O 13.97946 10.95947 15.14612
H 14.24304 10.40107 17.20194
H 14.03032 9.09040 15.98702
H 16.36602 9.01258 16.03811
H 16.35770 10.71831 16.52620
C 11.73220 15.88757 16.41233
C 11.76896 16.05373 14.88824
O 10.64612 16.69325 14.49508
S 10.08404 17.68700 15.68034
O 8.64047 17.33475 15.90084
O 10.55624 19.07697 15.36316
O 11.05790 16.97695 16.85516
H 12.72364 15.93042 16.86325
H 11.39954 14.88538 16.68260
H 11.65944 15.08568 14.39940
H 12.66740 16.39522 14.37416
C 15.00712 14.00894 10.78224
C 13.61488 14.30247 10.28602
O 13.47282 15.66699 10.56756
S 14.69716 16.44474 11.41980
O 14.10866 17.09779 12.56778
O 15.54230 17.23941 10.51638
O 15.27298 14.97151 11.79688
H 15.79960 14.27993 10.08463
H 15.04294 12.96230 11.08450
H 12.87686 13.60438 10.68112
H 13.54956 14.16471 9.20674
C 19.05064 15.86552 20.91960
C 18.73290 17.30080 20.43169
O 19.98885 18.05410 20.40676
S 21.16090 17.34899 21.35306
O 21.08474 17.77380 22.73660
O 22.43916 17.43706 20.71613
O 20.45638 15.86882 21.21596
H 18.79492 15.04349 20.25104
H 18.53588 15.69902 21.86586
H 18.05237 17.76359 21.14638
H 18.16020 17.20983 19.50874
C 14.61424 18.98361 20.29426
C 14.49406 18.68643 18.76604
O 13.72162 17.44305 18.71842
S 13.58124 16.70536 20.15088
O 14.80538 15.92371 20.34838
O 12.30058 15.96277 20.33930
O 13.66314 18.14183 20.85168
H 14.36014 19.99967 20.59618
H 15.62134 18.75407 20.64232
H 15.45692 18.55020 18.27364
H 13.96050 19.52527 18.31910
```

The calculation puts the relative energy (zero: lowest compared OMol25 entry of this formula, charge and spin) at 230.8 kcal/mol. The LUMO energy is -0.207 eV. As for the electronic energy: -338600.1138 eV.

Atomic partial charges in e from the Mulliken method, atoms 1 to 8:
1. C 0.0607
2. C -0.0931
3. O -0.3323
4. S 1.1109
5. O -0.5436
6. O -0.5660
7. O -0.3012
8. H 0.0515



ORCA calculation (ωB97M-V/def2-TZVPD) on a structure of composition C32H65AlBr2ClF4InNNaO11V at a distorted geometry.

XYZ file:
```
120
Properties=species:S:1:pos:R:3
C -4.14366 0.83218 -1.79438
C -4.26569 -0.25514 -0.69322
C -3.15729 -1.28919 -0.86479
C -2.90372 -2.12974 0.39267
C -2.00663 -1.33153 1.35186
C -1.79060 -2.02832 2.70620
C -2.96680 -1.86317 3.69272
C -3.03638 -0.38928 4.18091
C -3.93935 0.50732 3.31013
C -3.36408 1.94105 3.25767
C -2.31630 1.96178 2.13892
C -1.18651 2.98952 2.23676
C -0.03919 2.53385 1.32853
C 1.06330 3.60047 1.21023
In 3.01261 2.72152 0.73774
C 4.29497 4.41094 -0.10016
C 3.31226 5.30347 -0.80540
O 4.01996 6.12076 -1.81511
C 2.98034 1.13990 -0.82224
C 4.25210 1.05390 -1.61628
C 4.18569 0.92528 -3.12590
N 5.41815 1.07289 -1.08835
C 4.08727 1.80246 2.53815
C 4.27659 0.33895 2.44006
O 5.18363 -0.26920 1.93101
F 3.32381 -0.41240 3.01393
H -3.63889 0.43277 -2.68061
H -3.62110 1.69257 -1.37337
H -5.13472 1.19267 -2.06464
H -5.25365 -0.70843 -0.66089
H -4.08401 0.24513 0.25737
H -3.33196 -1.96633 -1.71733
H -2.24444 -0.66873 -1.11444
H -2.34204 -3.03935 0.16880
H -3.84889 -2.43330 0.84223
H -1.02667 -1.26578 0.85162
H -2.36657 -0.32089 1.46687
H -1.68536 -3.09794 2.48144
H -0.85237 -1.73065 3.17843
H -3.92068 -2.22187 3.30346
H -2.74307 -2.47584 4.57213
H -3.47770 -0.40487 5.18026
H -2.02240 0.00912 4.25936
H -4.07936 0.09234 2.31391
H -4.93487 0.55941 3.75969
H -4.13846 2.67665 3.04483
H -2.87603 2.15746 4.21026
H -1.80069 1.00417 2.08961
H -2.84200 2.18067 1.20144
H -0.83804 2.98975 3.27804
H -1.50191 4.00537 1.98826
H 0.32825 1.55985 1.66469
H -0.49352 2.48461 0.33074
H 1.16182 4.10978 2.17577
H 0.72926 4.36610 0.50975
H 4.99171 3.97024 -0.82248
H 4.81975 4.95875 0.68595
H 2.52228 4.73877 -1.30408
H 2.82577 5.96729 -0.09385
H 4.80403 5.61962 -2.07180
H 2.84426 0.14334 -0.38242
H 2.16515 1.27413 -1.53700
H 3.17849 0.72570 -3.47942
H 4.58810 1.85433 -3.53348
H 4.87581 0.11747 -3.37082
H 5.27435 1.17792 -0.07876
H 3.44929 1.98526 3.40188
H 5.01219 2.38286 2.69702
Na 6.68715 1.97566 2.16061
Al -0.96513 -0.56460 -2.58254
C 1.63974 -2.85146 -0.41025
C 2.76088 -3.10924 -1.39267
C 4.11165 -3.35454 -0.67448
C 4.58931 -2.14813 0.14502
C 4.75105 -0.84394 -0.64233
C 5.79730 -0.93199 -1.74909
H 1.85956 -1.98289 0.21480
H 0.70471 -2.65173 -0.94113
H 1.47411 -3.71132 0.23765
H 2.88455 -2.26763 -2.08800
H 2.42207 -4.05769 -2.09278
H 4.86608 -3.62283 -1.41585
H 4.03578 -4.20645 -0.01001
H 5.54890 -2.40923 0.59935
H 3.89898 -1.97487 0.97532
H 5.04446 -0.05459 0.05478
H 3.79118 -0.53363 -1.06902
H 6.77602 -1.18682 -1.33778
H 5.88846 0.02372 -2.26545
H 5.53659 -1.68224 -2.49804
O -2.14874 5.95693 2.38975
Cl -3.11798 7.02292 2.25504
O -3.27767 7.33580 0.84792
O -2.65662 8.19568 2.95843
O -4.38034 6.59611 2.80338
Br 2.76847 -5.58128 -1.63311
Br 4.13400 6.81604 -3.93142
O 5.09098 -1.88678 -6.85127
V 3.65268 -1.40824 -6.06930
O 2.21960 -0.92187 -5.26268
C -5.37193 6.47468 -1.74210
O -4.91697 5.56957 -0.91005
H -4.99804 6.41159 -2.78939
H -6.47990 6.52290 -1.85280
H -5.11744 7.53165 -1.46129
C -3.01662 -7.92492 -0.28198
C -2.50524 -7.57285 -1.67443
O -3.44273 -6.94304 -2.51653
C -3.68039 -5.51589 -2.35474
O -2.58562 -4.80582 -2.33169
C -4.60312 -5.19956 -1.13740
F -5.56920 -6.13417 -0.96551
F -5.26152 -4.02934 -1.33789
F -3.97672 -5.08020 0.04889
H -4.03745 -8.30492 -0.32655
H -2.37296 -8.68294 0.17308
H -3.00668 -7.06242 0.37983
H -2.26894 -8.51356 -2.18192
H -1.56822 -7.00870 -1.62373
H -4.37373 -5.33930 -3.20870
```

The LUMO energy is -3.285 eV. As for the electronic energy: -263571.0280 eV. As for the total charge: -1.

Atomic partial charges in e from the Mulliken method, atoms 1 to 8:
1. C -1.3033
2. C 0.4672
3. C -0.7719
4. C -0.7551
5. C 1.3152
6. C -1.1288
7. C -0.8508
8. C -0.6255



ORCA calculation (ωB97M-V/def2-TZVPD) on a structure of composition C32H66BFO4PV at a distorted geometry.

XYZ file:
```
106
Properties=species:S:1:pos:R:3
V -21.87046 -20.50781 19.14585
C -25.95095 -28.41638 19.89438
C -24.57354 -28.01473 19.33270
C -24.32269 -26.54320 19.09425
C -25.24454 -25.88088 17.95282
P -24.85763 -24.12499 17.55334
C -26.10096 -23.36249 16.46185
C -25.94245 -21.87107 16.13819
C -26.98527 -21.49858 15.03109
C -26.81135 -20.00020 14.57144
C -24.93833 -23.18844 19.13017
C -26.33058 -23.20449 19.75752
C -26.43496 -22.31724 21.02012
C -25.33500 -22.46639 22.12288
C -23.24927 -24.01863 16.64930
C -22.98036 -25.14740 15.57469
C -21.49825 -25.07289 15.02374
C -20.98818 -26.23867 14.19655
H -25.85035 -28.93038 20.85030
H -26.52367 -29.09427 19.26148
H -26.55200 -27.52246 20.06091
H -24.30124 -28.51446 18.40307
H -23.76792 -28.42083 19.94437
H -23.27369 -26.43334 18.81926
H -24.31013 -25.95477 20.01169
H -26.30960 -25.89400 18.18429
H -25.19880 -26.40259 16.99687
H -27.12497 -23.63954 16.71232
H -25.94759 -23.88019 15.51498
H -24.93078 -21.61463 15.82377
H -26.02001 -21.26616 17.04162
H -28.01065 -21.67501 15.35599
H -26.90375 -22.13444 14.14954
H -25.79249 -19.82771 14.22466
H -27.12279 -19.24141 15.28931
H -27.47399 -19.97104 13.70648
H -24.70387 -22.13541 18.97444
H -24.22189 -23.59123 19.84612
H -26.47748 -24.21884 20.12849
H -27.14776 -22.85249 19.12790
H -27.35849 -22.68667 21.46590
H -26.48872 -21.23447 20.90687
H -25.74686 -21.99457 23.01498
H -24.40917 -21.96489 21.84101
H -25.08938 -23.50688 22.33535
H -22.43068 -24.06092 17.36779
H -23.19993 -23.03986 16.17215
H -23.65282 -25.18023 14.71747
H -23.06016 -26.10003 16.09836
H -20.78875 -24.98646 15.84668
H -21.33699 -24.15211 14.46314
H -20.88594 -27.18562 14.72657
H -20.01883 -25.92753 13.80713
H -21.62393 -26.44514 13.33557
B -22.89413 -20.58759 17.17714
H -23.16488 -20.49502 16.13677
H -22.21118 -21.40013 17.37105
H -22.45114 -19.64800 17.46898
H -23.79547 -20.70516 17.75853
C -21.21271 -23.80820 20.27993
O -21.72762 -22.50950 20.06127
H -21.82991 -24.54674 19.76833
H -20.25278 -23.82255 19.76377
H -21.19059 -24.13662 21.31904
C -19.18752 -18.94950 16.14021
C -19.34827 -20.38461 16.73199
O -19.78017 -20.55516 17.91476
C -19.01202 -21.56137 15.82609
H -19.63952 -18.77171 15.16441
H -18.17498 -18.54603 16.13072
H -19.72646 -18.30850 16.83789
H -18.88303 -22.50247 16.36069
H -18.13142 -21.42912 15.19748
H -19.85699 -21.88725 15.21951
C -24.36908 -17.43104 20.02845
C -24.71809 -18.87789 19.87948
O -23.89147 -19.74822 20.15317
C -26.06966 -19.19983 19.25235
H -24.56657 -16.94027 19.07543
H -23.30857 -17.21637 20.16010
H -24.98300 -16.89159 20.74969
H -26.85801 -19.31644 19.99599
H -25.99941 -20.13432 18.69567
H -26.41386 -18.50170 18.48930
C -21.54970 -15.82809 16.98455
C -21.67666 -14.81762 18.14660
O -22.61730 -14.06170 18.16821
C -20.58242 -14.78298 19.19053
H -20.70914 -15.51826 16.36360
H -22.45299 -15.91726 16.38106
H -21.42732 -16.83648 17.37987
H -20.96726 -14.60538 20.19474
H -19.93311 -13.94962 18.92218
H -20.07268 -15.74410 19.12330
F -19.88074 -19.19212 11.89582
C -20.83666 -18.35312 12.34993
C -21.75281 -18.75430 13.32898
C -22.72883 -17.93945 13.81524
C -22.83623 -16.63530 13.34768
C -21.93954 -16.16319 12.41475
C -20.93941 -17.06295 11.89080
H -21.68533 -19.72002 13.80777
H -23.34923 -18.25750 14.64007
H -23.51889 -15.89706 13.74185
H -21.99763 -15.14947 12.04680
H -20.24502 -16.69624 11.14934
```

The calculation puts the relative energy (zero: lowest compared OMol25 entry of this formula, charge and spin) at 0.0 kcal/mol. The LUMO energy (alpha / beta) is -2.218 / -2.371 eV. As for the expectation value of S²: 3.76. As for the electronic energy: -80805.2597 eV. As for the total charge: +1. As for the spin multiplicity: 4.

Atomic partial charges in e from the Mulliken method, atoms 1 to 8:
1. V 0.4101
2. C -1.1200
3. C -0.7901
4. C -0.6212
5. C -1.0906
6. P 0.5021
7. C -2.1066
8. C 1.2538